This record from OMol25 describes a cluster of 2 separate species, CH6NO in total at a distorted geometry. The level of theory is ωB97M-V/def2-TZVPD.

Structure (XYZ):
```
9
Properties=species:S:1:pos:R:3:mulliken_charge:R:1
H -1.4476 1.5649 0.6596 0.365
C 1.9559 -0.7714 -0.4036 -0.027
H 2.0080 -1.4762 -1.2466 0.235
N -1.5470 0.6440 0.3343 -0.467
H -0.6235 0.3016 -0.0337 0.372
O 0.9325 -0.2157 -0.0826 -0.494
H -2.2731 0.6687 -0.3832 0.392
H -1.9032 -0.0421 1.0022 0.381
H 2.8980 -0.6736 0.1535 0.243
```

Calculated values
largest force on an atom: 2.4 eV/Å
charge: +1
energy above the lowest of the compared OMol25 structures with the same formula, charge and spin: 0.179 eV
E_tot: -171.420404 Eh


This record from OMol25 describes the molecule C5H7NO at a distorted geometry. The level of theory is ωB97M-V/def2-TZVPD.

Structure (XYZ):
```
14
Properties=species:S:1:pos:R:3:mulliken_charge:R:1
C 0.4828 -0.8651 0.7943 0.232
C 1.3698 0.1479 1.4782 -0.329
H 2.2557 0.2406 0.8649 0.218
H -0.2930 1.6529 -0.7349 0.266
H 0.3539 -0.8833 -2.2059 0.248
C -0.6526 -0.8596 -1.6738 -1.182
N -0.7034 -1.3520 0.8656 -0.701
H 1.5573 0.1896 2.5336 0.285
C -0.5542 1.0625 0.2038 -0.533
H -1.0878 0.0167 -2.1939 0.344
C -0.4854 -0.4097 -0.2422 0.951
O 0.4038 1.2168 1.2893 -0.405
H -1.3638 1.5851 0.7190 0.236
H -1.2830 -1.7424 -1.6980 0.369
```

Calculated values
largest force on an atom: 2.6 eV/Å
SMILES string: C[C@]12COCC1=N2
charge: 0
energy above the lowest of the compared OMol25 structures with the same formula, charge and spin: 4.271 eV
E_tot: -324.567496 Eh